Entry 1:
The following is a quantum chemistry calculation of the molecule CF2O3S, from the Open Molecules 2025 dataset.

Computed properties:
total charge: 0
2S+1: 1
E: -861.69778 hartree
frontier orbital gap: 12.442 eV
structure (SMILES): O=C(F)S(=O)(=O)F
relative energy (zero: lowest compared OMol25 entry of this formula, charge and spin): 193.0 kJ/mol
E_HOMO: -12.59 eV
E_LUMO: -0.152 eV

Atoms and positions in Å:
O (0.16, -1.91, 0.64)
C (0.55, -0.92, 0.32)
F (1.79, -0.39, 0.46)
S (-0.55, 0.49, -0.30)
O (-1.19, 0.85, 0.93)
O (-1.43, 0.31, -1.42)
F (0.67, 1.57, -0.63)


Entry 2:
The following is a quantum chemistry calculation of a structure of composition C16H14Cl2HgO5S, from the Open Molecules 2025 dataset.

Computed properties:
total charge: -1
2S+1: 2
<S²>: 0.765
E: -2466.31394 hartree
frontier orbital gap (alpha / beta): 6.006 / 7.423 eV
relative energy (zero: lowest compared OMol25 entry of this formula, charge and spin): 12.4 kJ/mol
E_HOMO (alpha / beta): -3.58 / -5.07 eV
E_LUMO (alpha / beta): 2.423 / 2.349 eV

Atoms and positions in Å:
Hg (0.38, 3.02, -0.42)
Cl (-1.53, 4.34, 4.64)
C (-2.03, 2.89, 3.73)
Cl (-3.81, 2.75, 3.72)
C (-1.44, 2.92, 2.28)
O (-1.90, 3.77, 1.50)
O (-0.55, 2.07, 2.11)
H (-1.65, 2.03, 4.27)
C (-2.66, 2.72, -1.48)
O (-2.16, 3.75, -2.36)
C (-0.86, 4.07, -2.25)
O (-0.35, 4.85, -2.98)
H (-3.72, 2.63, -1.74)
H (-2.55, 3.02, -0.44)
H (-2.16, 1.78, -1.68)
O (-0.78, -0.49, -2.09)
S (0.61, -0.38, -1.56)
C (1.40, -1.96, -1.92)
C (0.63, -3.10, -2.03)
C (1.25, -4.31, -2.32)
C (2.62, -4.37, -2.50)
C (3.39, -3.21, -2.41)
C (2.77, -2.00, -2.12)
C (0.49, -0.64, 0.22)
C (1.60, -0.41, 1.02)
C (1.49, -0.58, 2.38)
C (0.27, -0.97, 2.94)
C (-0.83, -1.18, 2.12)
C (-0.73, -1.00, 0.75)
H (-0.44, -3.03, -1.89)
H (0.65, -5.21, -2.40)
H (3.10, -5.31, -2.72)
H (4.46, -3.25, -2.56)
H (3.36, -1.09, -2.06)
H (2.53, -0.07, 0.58)
H (2.34, -0.39, 3.02)
H (0.18, -1.09, 4.01)
H (-1.79, -1.44, 2.56)
H (-1.58, -1.11, 0.09)


Entry 3:
The following is a quantum chemistry calculation of the ion C6H14N2 with charge -1, from the Open Molecules 2025 dataset.

Computed properties:
total charge: -1
2S+1: 2
<S²>: 0.750
E: -346.41299 hartree
frontier orbital gap (alpha / beta): 2.756 / 7.709 eV
relative energy (zero: lowest compared OMol25 entry of this formula, charge and spin): 91.5 kJ/mol
E_HOMO (alpha / beta): 1.24 / -3.85 eV
E_LUMO (alpha / beta): 3.999 / 3.856 eV

Atoms and positions in Å:
C (1.75, 1.30, -0.38)
C (1.09, -0.13, -0.73)
C (-0.14, -0.25, 0.11)
C (-1.26, 0.05, -0.59)
N (-2.55, -0.35, -0.23)
C (-0.10, -0.78, 1.53)
C (-0.98, -1.99, 1.88)
N (2.22, 1.99, -1.62)
H (0.99, 1.91, 0.08)
H (2.55, 0.98, 0.29)
H (1.01, -0.20, -1.81)
H (1.91, -0.84, -0.50)
H (-1.19, 0.40, -1.61)
H (-2.81, -0.08, 0.71)
H (-3.37, -0.23, -0.82)
H (0.91, -0.82, 1.90)
H (-0.55, 0.02, 2.13)
H (-1.63, -2.41, 1.09)
H (-1.71, -1.73, 2.66)
H (-0.30, -2.82, 2.09)
H (1.37, 2.15, -2.16)
H (2.50, 2.92, -1.32)


Entry 4:
The following is a quantum chemistry calculation of the molecule C7H9BrN2O3, from the Open Molecules 2025 dataset.

Computed properties:
total charge: 0
2S+1: 1
E: -3181.13326 hartree
frontier orbital gap: 8.265 eV
structure (SMILES): CC1=C([N+](=O)[O-])[C@H](Br)C=[N+]([O-])[C@@H]1C
relative energy (zero: lowest compared OMol25 entry of this formula, charge and spin): 132.3 kJ/mol
E_HOMO: -9.18 eV
E_LUMO: -0.913 eV

Atoms and positions in Å:
C (-2.12, 0.89, 0.10)
C (-0.81, 0.15, -0.03)
C (-0.52, -1.09, 0.44)
N (-1.38, -2.02, 1.12)
O (-2.55, -1.67, 1.25)
O (-0.79, -3.01, 1.50)
C (1.06, -1.63, 0.08)
Br (2.09, -1.43, 1.84)
C (1.69, -0.87, -0.98)
N (1.18, 0.21, -1.47)
O (1.56, 0.79, -2.51)
C (0.14, 0.97, -0.72)
C (1.04, 1.88, 0.38)
H (-2.87, 0.36, -0.48)
H (-2.06, 1.88, -0.22)
H (-2.50, 0.97, 1.12)
H (1.30, -2.71, 0.07)
H (2.41, -1.17, -1.72)
H (-0.38, 1.67, -1.30)
H (1.16, 1.12, 1.06)
H (0.35, 2.67, 0.61)
H (2.00, 2.03, -0.15)


Entry 5:
The following is a quantum chemistry calculation of a structure of composition C28H29MoN3Si, from the Open Molecules 2025 dataset.

Computed properties:
total charge: +2
2S+1: 3
<S²>: 2.029
E: -1605.66803 hartree
frontier orbital gap (alpha / beta): 7.133 / 2.148 eV
E_HOMO (alpha / beta): -12.66 / -12.21 eV
E_LUMO (alpha / beta): -5.526 / -10.063 eV

Atoms and positions in Å:
C (-0.57, -2.08, -0.04)
C (-1.75, -1.28, -0.22)
C (-1.56, -0.46, -1.40)
H (-2.64, -1.31, 0.41)
C (-0.27, -0.77, -1.96)
C (0.34, -1.78, -1.13)
H (1.29, -2.27, -1.32)
H (-0.42, -2.84, 0.71)
H (-2.30, 0.20, -1.84)
H (0.15, -0.36, -2.88)
Mo (-0.04, 0.12, 0.04)
C (-1.03, 2.12, -0.24)
H (-0.94, 2.40, -1.31)
H (-0.65, 2.94, 0.38)
H (-2.09, 1.95, -0.01)
Si (-2.01, 5.58, -0.59)
C (-3.46, 5.67, 0.55)
C (-4.47, 4.70, 0.44)
H (-4.41, 3.94, -0.35)
C (-5.56, 4.70, 1.31)
H (-6.32, 3.93, 1.23)
C (-5.69, 5.70, 2.28)
H (-6.53, 5.69, 2.98)
C (-4.73, 6.72, 2.35)
H (-4.84, 7.51, 3.09)
C (-3.63, 6.72, 1.48)
H (-2.91, 7.54, 1.51)
C (-2.60, 5.46, -2.34)
C (-3.79, 6.05, -2.81)
H (-4.39, 6.69, -2.16)
C (-4.21, 5.85, -4.13)
H (-5.14, 6.30, -4.48)
C (-3.44, 5.08, -5.01)
H (-3.78, 4.90, -6.04)
C (-2.22, 4.55, -4.57)
H (-1.60, 3.98, -5.26)
C (-1.79, 4.76, -3.26)
H (-0.82, 4.38, -2.94)
H (-1.10, 4.47, -0.24)
H (-1.17, 6.82, -0.43)
N (1.06, 1.48, 2.44)
C (1.30, 0.11, 2.74)
C (1.78, -0.27, 4.00)
C (2.37, -1.53, 4.11)
C (2.42, -2.35, 2.98)
C (1.80, -1.95, 1.81)
N (1.19, -0.74, 1.71)
C (1.88, 2.02, 1.41)
C (2.82, 3.01, 1.68)
C (3.71, 3.34, 0.66)
C (3.63, 2.66, -0.56)
C (2.65, 1.71, -0.76)
N (1.77, 1.42, 0.23)
H (1.17, 2.03, 3.28)
H (1.76, 0.46, 4.81)
H (2.79, -1.85, 5.05)
H (2.89, -3.33, 3.02)
H (1.74, -2.64, 0.97)
H (2.83, 3.46, 2.67)
H (4.45, 4.13, 0.82)
H (4.31, 2.91, -1.37)
H (2.51, 1.17, -1.70)


The following F_max values (in eV/Å) correspond, in order, to the records above: 6.4, 0.4, 3.0, 4.9, 3.8.